Record 1
Density functional theory data (ωB97M-V with the def2-TZVPD basis set) for a structure of composition C36H26N4O6RhS2Se.

Properties
- molar mass (g/mol) = 856.626
- charge = +1
- ΔE to the lowest compared entry with this formula, charge and spin (kcal/mol) = 0.7
- 2S+1 = 5
- LUMO (spin up / spin down) (eV) = -3.37 / -5.47

Positions of all 76 atoms, in Å:
S -2.916 0.733 -5.049
C 1.703 -4.100 -0.090
C 2.413 0.942 1.574
C 0.596 2.147 -1.321
H 2.450 0.006 2.116
H 3.702 4.055 1.473
Rh 0.225 -0.629 -0.162
C -4.908 -1.778 3.104
H -4.355 0.964 -6.995
Se 1.746 -1.802 -1.820
C -1.153 2.195 -3.457
H 1.422 -3.397 -4.242
H -3.789 3.524 -7.128
O -6.410 1.638 4.728
C -2.473 3.217 -5.375
C 4.998 1.154 5.153
C -3.133 -0.506 2.165
H 1.228 5.340 -2.371
C 2.245 -4.029 -3.909
C 0.504 3.306 -2.091
C -3.666 0.647 2.725
H 6.594 2.620 5.506
H 1.894 -8.073 0.370
C 1.506 2.110 -0.197
C -3.696 1.517 -6.345
H 1.348 -8.368 -1.284
H 2.758 5.279 -0.458
C 3.204 2.033 1.981
N -5.401 1.766 4.071
C -3.755 -1.734 2.349
C -0.389 3.306 -3.171
H 3.286 0.169 4.176
O -1.397 -1.509 0.874
N 1.601 0.976 0.539
N -5.568 -3.092 3.309
H -0.465 4.197 -3.781
H 2.312 -4.878 -4.586
C -3.388 2.842 -6.393
H 0.762 -2.471 0.958
C 1.561 -3.205 1.106
O -6.585 -3.103 3.966
C 1.796 -5.463 0.119
H 1.710 -5.845 1.129
H -2.111 4.227 -5.251
C 2.067 -4.507 -2.495
O -4.802 2.804 3.886
C -0.983 1.078 -2.620
C 1.823 -3.611 -1.414
S 5.323 3.044 3.476
H 2.304 -6.547 -3.042
C 4.014 0.967 4.147
H 2.489 -2.667 1.310
H 3.065 -8.218 -0.945
H -3.348 -2.636 1.918
C 2.001 -6.359 -0.928
H -6.378 -0.718 4.268
O -1.314 0.666 1.153
C 5.776 2.245 4.912
H 5.116 0.513 6.013
C -1.883 -0.418 1.360
N -0.150 1.053 -1.599
O -5.058 -4.057 2.780
C 2.153 4.417 -0.709
C -2.101 2.169 -4.581
C 1.313 4.451 -1.760
C 2.140 -5.856 -2.223
C 2.080 -7.834 -0.676
H 3.162 -3.445 -4.009
H 1.291 -3.778 1.991
C 4.068 1.916 3.165
C 2.269 3.236 0.106
H -3.190 1.606 2.583
C -4.823 0.538 3.468
H -1.561 0.175 -2.782
C -5.475 -0.661 3.681
C 3.121 3.175 1.218



Record 2
Density functional theory data (ωB97M-V with the def2-TZVPD basis set) for a structure of composition C12H25AsF6N5O16S2 in a non-equilibrium geometry.

Properties
- molar mass (g/mol) = 748.395
- 2S+1 = 2
- LUMO (spin up / spin down) (eV) = -0.96 / -5.12

Positions of all 67 atoms, in Å:
F 2.649 0.114 1.595
C 0.341 5.164 2.390
F 0.453 0.436 2.799
H 4.443 -3.362 -3.416
As 1.006 -0.503 1.291
O 2.011 -2.844 -6.744
C 5.465 -0.479 0.401
N 5.583 -1.967 0.472
S 2.062 -2.208 -5.431
F 0.717 0.960 0.172
O -3.117 -2.601 -1.569
H -2.396 -0.966 3.177
H 1.752 -2.161 -2.687
C -2.392 0.504 -2.330
C -1.119 3.515 2.186
H -3.283 0.503 -1.703
H 0.189 2.638 -1.695
O 6.426 -2.288 1.300
H -0.880 -3.018 -0.334
H 1.044 5.857 1.953
O -4.002 0.151 3.424
O 2.690 4.162 -2.771
O -2.280 2.859 -2.194
H 5.500 -0.105 1.424
O 5.068 -2.656 -0.346
O 1.335 -1.003 -5.070
O -5.318 0.593 5.412
N -2.956 -3.164 -0.500
O 1.716 4.452 -0.740
F 1.491 -1.461 -0.211
O -3.772 -3.184 0.426
O 3.606 -2.015 -4.864
C 3.746 -2.537 -3.560
H -3.512 -2.201 5.051
H -2.489 4.282 3.825
H 4.040 -1.697 -2.929
H 0.992 2.691 -3.183
O -6.565 0.568 3.315
H -1.695 2.725 1.728
C -0.469 5.213 3.448
O -5.400 -1.684 4.166
S -5.487 -0.043 4.095
H -1.647 -4.269 0.784
F 1.409 -1.990 2.345
F -0.728 -0.933 1.131
H 1.771 1.779 -1.799
H -4.117 -3.161 3.648
H -0.490 6.101 4.063
N -2.308 1.884 -2.961
O -2.365 1.873 -4.178
N 0.001 4.081 1.643
C -1.545 4.268 3.301
H -3.667 -1.325 2.049
H 2.426 -3.659 -2.178
C -1.616 -3.812 -0.205
H -2.386 -0.222 -3.143
H -1.520 -4.656 -0.889
H -1.430 0.453 -1.819
C -4.042 -2.172 4.099
H 4.525 -0.142 -0.036
N 1.898 3.905 -1.860
C -3.474 -1.110 3.100
H 0.407 3.741 0.783
C 2.387 -2.979 -3.028
H 6.272 -0.126 -0.241
O 1.851 -3.419 -4.269
C 1.196 2.649 -2.113



Record 3
Density functional theory data (ωB97M-V with the def2-TZVPD basis set) for a structure of composition C43H38BrF4GeN6ORb in a non-equilibrium geometry.

Properties
- molar mass (g/mol) = 968.792
- ΔE to the lowest compared entry with this formula, charge and spin (kcal/mol) = 77.6
- 2S+1 = 1
- LUMO (eV) = -1.36

Positions of all 95 atoms, in Å:
H -1.393 5.484 -1.397
C 3.045 -3.390 -2.898
C -2.542 -0.980 -1.065
H 0.438 0.455 -0.350
C -4.664 0.764 -4.461
C 4.425 -2.822 4.535
H 1.215 2.444 -1.634
C 5.240 -1.992 3.737
H -1.609 -1.299 -6.209
H 4.494 1.537 1.733
C -1.499 5.156 -0.365
H 1.181 -2.644 -3.609
H -2.260 3.957 3.190
H -0.577 -4.291 4.286
C -2.615 -1.326 3.208
H 3.776 0.733 -0.033
C -1.311 -2.998 -1.724
H -2.500 -4.766 -1.989
H 4.783 -4.164 -1.901
C 3.680 -2.779 -0.605
N -1.372 -1.480 2.786
H 3.488 3.347 0.789
C -2.556 -3.674 -1.762
H 3.281 -3.866 -3.879
C -3.671 0.134 -5.200
C 3.135 -2.343 4.797
H -2.863 0.469 2.138
Rb 0.042 1.292 2.718
C -1.398 5.425 1.978
C -3.072 1.543 -2.864
N 2.807 0.680 2.788
C 4.806 -0.817 3.232
C 1.376 2.982 -0.714
H -3.032 -4.163 5.006
C -1.280 -3.496 4.037
H 0.458 3.320 -0.215
N 2.127 2.003 0.156
N -3.295 -0.252 2.730
Br -0.397 7.558 0.344
H 4.824 -3.829 4.801
N -0.725 0.864 -3.073
H 4.524 -2.718 0.109
C -3.712 -2.981 -1.549
H 0.887 -1.003 -5.396
H 2.411 -1.262 0.317
H -1.074 6.016 2.826
H 1.266 0.683 -3.632
H -4.280 -0.122 2.819
H -5.669 0.749 -4.798
C -2.292 3.285 1.123
C -2.583 -3.383 4.429
C -2.379 0.118 -4.760
H 3.996 2.496 3.033
H -3.954 -0.521 -6.046
H 2.699 0.821 -1.395
C -0.015 -0.464 -4.997
H 3.847 2.108 -1.062
H 2.120 3.446 1.798
C -2.038 0.843 -3.550
F 6.510 -2.403 3.457
C 3.432 -0.346 3.366
C 2.580 -1.932 -0.504
C 3.176 1.397 -0.567
C 0.225 0.370 -3.860
C 3.582 1.811 2.271
F 2.346 -3.013 5.605
H -2.684 3.957 -2.278
C -1.385 -1.646 -1.385
C -4.382 1.562 -3.355
C -1.995 4.213 2.164
H 2.091 3.853 -0.877
H -0.424 -3.621 -1.822
C -3.777 -1.629 -1.142
H 0.312 -2.563 3.040
H -5.202 2.065 -2.975
O -2.510 2.045 1.361
H -2.613 0.112 -0.859
C 1.736 -1.890 -1.646
F 5.705 -0.232 2.432
H -4.622 -3.547 -1.613
C 1.933 -2.627 -2.804
H -4.312 -2.003 4.385
C 2.759 2.691 1.283
F 1.481 -0.833 4.647
C -0.737 -2.543 3.280
C -1.304 -0.563 -5.411
C -2.193 3.927 -0.213
C -2.483 3.247 -1.437
H -4.689 -1.014 -1.103
C 3.882 -3.537 -1.803
C -3.284 -2.239 4.100
C 2.685 -1.198 4.227
N -2.668 2.069 -1.636
C -1.173 5.901 0.729
Ge 0.258 -0.725 -1.368



Record 4
Density functional theory data (ωB97M-V with the def2-TZVPD basis set) for a cluster of 10 separate species, C30H54O30 in total in a non-equilibrium geometry.

Properties
- molar mass (g/mol) = 894.732
- ΔE to the lowest compared entry with this formula, charge and spin (kcal/mol) = 23.7
- 2S+1 = 1
- LUMO (eV) = 0.27

Positions of all 114 atoms, in Å:
H -2.368 1.953 6.645
C 4.510 1.011 -3.803
O -1.806 -1.906 6.553
C 3.207 0.016 -0.208
H 4.077 0.622 -0.447
C -1.234 0.914 0.699
C 1.099 -4.187 2.994
C 4.336 3.076 -5.002
H -2.582 5.537 -6.971
O -0.357 5.500 5.598
H 7.127 -5.056 -4.154
C 1.824 -3.761 0.865
H 6.212 -4.058 -5.272
C -4.914 1.106 1.510
H -3.216 -7.451 2.514
H 5.295 0.994 -3.049
H -3.980 1.581 7.237
O -2.033 -3.488 2.565
H -2.107 -3.175 -2.913
O -2.762 -5.508 2.560
O -2.746 4.592 -5.174
C -2.082 4.745 -6.426
H -1.327 0.490 1.702
H -4.003 -6.491 1.181
O 3.550 4.145 -5.028
H -0.457 -3.508 6.684
O -3.789 -4.011 1.226
C -3.720 -6.535 2.230
H -2.615 -1.539 2.537
H 0.017 -2.296 5.605
H -1.527 0.091 0.037
C 0.652 -4.777 0.823
C 6.012 -2.301 -3.084
H -6.162 -1.679 1.828
H 1.828 7.517 4.254
O 5.816 -3.617 -3.272
H 8.539 -3.142 -3.566
C 7.759 -2.998 -4.315
C -1.940 -0.672 6.076
O -5.291 0.156 2.400
H -2.212 -2.201 0.937
H -5.890 -0.958 -0.319
C -4.988 -0.848 0.285
H -4.187 -1.421 -0.171
H -3.630 1.263 5.517
C -0.971 -0.918 -2.803
O -4.659 0.555 0.295
H 0.738 1.812 -2.961
H -0.574 2.047 4.305
H -1.347 -3.426 5.196
C -1.935 -2.182 1.998
H 0.584 7.854 2.962
H 0.684 2.624 5.461
H -1.787 2.302 -2.399
H -1.023 3.050 5.680
H 3.451 -0.596 0.660
H -0.078 1.108 -4.266
C -0.249 2.854 4.947
O 0.690 5.932 3.641
H 1.050 -5.692 0.384
H 2.967 -0.599 -1.076
H 3.734 0.390 -3.351
O 0.103 3.918 4.045
C -5.241 -1.095 1.762
H -0.274 -4.462 0.352
C -2.481 3.064 -2.055
O 3.947 2.283 -4.034
C 4.012 5.255 -5.786
H -2.183 3.796 -6.958
C 0.826 7.317 3.872
C 6.684 -4.071 -4.285
O -2.874 -0.074 6.821
O -1.392 -1.594 -1.734
H -3.335 -2.248 -2.144
H -0.906 -1.843 1.899
O -1.262 -1.160 -3.942
C -2.110 3.906 -4.241
H -2.117 3.667 -1.230
H -1.014 4.942 -6.351
O -2.849 3.926 -3.143
H 8.156 -2.927 -5.323
C -3.217 1.290 6.522
O 0.082 1.316 0.427
O 5.417 -1.622 -2.328
O 1.044 -4.156 4.182
O 5.197 2.849 -5.809
O 0.851 -0.759 0.851
H 4.864 5.702 -5.280
C -0.876 -2.811 5.956
H -4.609 -6.338 2.830
O 2.144 0.928 0.063
H -2.347 -3.349 -1.193
H -3.400 2.554 -1.768
O 1.894 -3.414 2.248
H 1.404 0.351 -3.718
O 0.424 -5.056 2.205
C -2.318 -2.620 -1.999
O 6.999 -1.847 -3.916
C 0.489 0.837 -3.375
C -2.982 -4.292 2.085
H -1.983 1.677 0.516
H 4.351 4.992 -6.789
H 0.166 7.686 4.661
O -4.788 2.256 1.728
H 4.787 0.529 -4.739
H 1.661 -2.845 0.300
O -0.230 0.107 -2.398
H 3.136 5.880 -5.915
H 2.794 -4.184 0.605
C 0.098 5.151 4.542
C 1.008 0.371 0.467
H -4.511 -1.776 2.188
O -1.385 -0.194 5.120
O -1.062 3.348 -4.360



Record 5
Density functional theory data (ωB97M-V with the def2-TZVPD basis set) for a cluster of 2 separate species, C24H46BrFIN3O7 in total in a non-equilibrium geometry.

Properties
- molar mass (g/mol) = 714.452
- 2S+1 = 1
- LUMO (eV) = 0.26

Positions of all 83 atoms, in Å:
H 0.152 2.452 2.365
H 1.970 3.618 4.211
H -1.388 -3.445 -0.093
H 0.069 1.379 4.850
C -4.914 2.294 -0.973
H -5.735 2.973 -0.764
C -1.882 -1.025 -0.893
H 0.126 -2.890 -0.590
C 1.340 -0.504 -1.383
H -4.417 2.665 -1.865
C 2.370 -0.899 0.853
H -2.096 1.377 0.758
C 0.760 0.358 -2.510
H -0.452 3.048 4.440
C -0.724 2.047 -3.113
H 3.218 -0.270 0.636
Br 3.005 -2.591 -0.007
H 3.347 -0.968 2.740
O 3.331 2.063 1.714
H 2.331 -2.293 2.495
H -1.101 -4.459 2.923
C -3.952 2.154 0.187
H -0.480 -5.492 1.825
O 2.568 1.662 -0.619
H 4.116 -0.382 -6.620
H -4.421 1.702 1.058
O -0.095 -0.357 0.695
N -0.912 -4.590 1.941
H 0.643 0.082 2.934
N 2.495 3.730 -1.944
H 3.432 -1.972 -6.993
H -3.664 3.163 0.479
H 1.843 -0.156 4.164
H 0.238 -2.891 2.288
C 1.479 1.342 0.306
O -1.462 2.965 -2.819
H 0.671 -0.278 -3.388
O 1.402 -1.812 -5.199
H 0.927 -4.034 1.173
H -0.241 1.966 -4.099
C -1.061 -1.347 0.378
H 2.379 1.950 4.102
C -2.088 -1.287 1.521
C 1.584 2.659 3.905
C 1.204 2.678 2.401
C -0.585 -2.802 0.228
C -3.231 -2.294 1.486
O -0.517 0.983 -2.304
I 1.512 4.752 1.736
C 1.171 -0.188 0.124
C 2.360 -1.223 2.362
C -2.947 0.078 -0.811
H -3.812 -0.329 -0.291
C 2.468 2.754 -1.299
F -1.448 -1.435 2.764
O 0.427 2.110 -0.055
C -2.637 1.435 -0.186
H -5.361 1.345 -1.257
C 2.614 -1.057 -5.217
H 2.368 -0.062 -4.850
H 1.065 -1.524 -1.604
H -2.122 2.131 -0.833
H -0.402 1.815 0.339
H 2.485 -0.523 -7.299
C 0.360 2.420 4.794
H -2.511 -0.296 1.602
H 2.403 -0.471 -1.572
H -3.307 0.254 -1.820
H -2.446 -1.918 -1.132
H -3.373 -2.831 0.560
H -4.154 -1.785 1.741
C 1.331 -0.639 3.340
H 3.747 1.370 2.238
C 0.012 -3.524 1.443
H -1.237 -0.944 -1.758
H 3.329 -1.511 -4.522
H 0.604 2.796 5.781
H 1.603 -2.699 -5.510
H 1.477 1.112 -2.816
N 1.976 1.726 1.666
H -3.073 -3.022 2.269
H 0.733 -1.414 3.801
C 3.201 -0.975 -6.613



Record 6
Density functional theory data (ωB97M-V with the def2-TZVPD basis set) for a structure of composition C16H17CoN3O6Se.

Properties
- molar mass (g/mol) = 485.220
- ΔE to the lowest compared entry with this formula, charge and spin (kcal/mol) = 0.0
- 2S+1 = 4
- LUMO (spin up / spin down) (eV) = -1.32 / -1.20

Positions of all 44 atoms, in Å:
H 1.866 0.453 2.763
N -1.091 1.546 -4.511
C 2.230 -2.052 0.509
H -1.181 0.999 -6.520
H -0.308 -1.835 6.030
C -1.843 -0.583 5.203
O -1.876 1.206 -0.330
H -1.714 1.822 -2.595
H 4.330 0.440 2.573
H -1.079 3.480 -3.730
C -0.551 -0.922 2.783
H -2.347 -0.447 6.152
C 0.125 -1.125 1.472
Se -0.319 1.842 -0.351
O 0.329 1.920 1.115
C -2.339 0.031 4.061
H 5.444 -1.164 1.058
C 4.366 -1.165 1.148
C -0.938 2.983 -4.688
H 1.629 -2.742 -0.070
C -0.696 -1.363 5.138
H -1.650 3.356 -5.426
C -0.042 -1.528 3.927
C -0.689 0.678 -5.601
Co -1.192 -0.580 -1.187
C 1.607 -1.163 1.378
C 3.742 -0.269 2.006
C -1.700 -0.139 2.843
O -0.258 3.171 -1.259
H 0.859 -2.126 3.865
O 0.354 0.538 -1.236
O -1.544 -0.157 -3.085
C 3.610 -2.058 0.400
H 4.097 -2.754 -0.269
O -3.039 -2.734 -1.487
H -0.974 -0.344 -5.372
N -0.582 -1.281 0.447
H -3.222 0.653 4.119
N -2.730 -1.672 -1.228
H 0.392 0.730 -5.742
C 2.362 -0.268 2.128
H 0.074 3.194 -5.036
C -1.463 1.071 -3.343
H -2.052 0.360 1.949